# C35H72Br12I2NO4Si

A 7-piece molecular cluster, C35H72Br12I2NO4Si overall at a distorted geometry (ωB97M-V/def2-TZVPD, the OMol25 dataset).

Output
Energy   -33504.9609 Eh
Net charge   +1
Orbital gap   9.21 eV

Atoms and positions in Å:
C  -2.505  1.104  5.968
C  -3.383  -0.039  5.142
C  -2.374  -0.776  4.048
I  -2.772  -2.952  4.257
C  -2.540  -0.226  2.512
O  -2.834  1.245  2.534
C  -3.848  -0.757  1.615
C  -3.306  -0.639  0.037
I  -3.475  1.375  -0.910
C  -4.227  -1.527  -1.032
C  -3.486  -1.682  -2.520
O  -4.150  -0.915  -3.586
Si  -3.005  -0.295  -4.773
C  -2.446  1.532  -4.439
C  -1.470  -1.423  -5.078
C  -3.983  -0.241  -6.475
C  -1.758  -1.193  0.345
C  -1.738  -2.830  0.413
C  -0.317  -3.493  0.890
C  -0.270  -5.131  0.877
C  -1.276  -5.850  -0.198
O  -0.757  -5.500  -1.556
C  -1.861  -5.481  -2.541
N  -1.347  -0.368  1.544
O  -0.123  -0.508  2.081
C  0.534  0.782  2.338
C  1.560  1.261  1.108
C  0.886  2.411  0.128
C  2.247  0.007  0.307
C  1.669  -0.263  -1.202
C  3.875  0.345  0.121
H  -1.414  1.256  5.508
H  -2.380  0.852  7.106
H  -3.061  2.136  5.769
H  -4.334  0.418  4.607
H  -3.676  -0.853  5.964
H  -1.259  -0.638  4.439
H  -2.297  1.698  3.249
H  -4.202  -1.867  1.767
H  -4.675  0.100  1.607
H  -5.249  -0.930  -1.184
H  -4.423  -2.606  -0.596
H  -3.529  -2.833  -2.813
H  -2.352  -1.401  -2.428
H  -3.355  2.255  -4.184
H  -1.952  1.936  -5.423
H  -1.649  1.636  -3.588
H  -0.699  -0.782  -5.722
H  -1.695  -2.386  -5.723
H  -0.908  -1.669  -4.060
H  -3.250  0.169  -7.299
H  -4.194  -1.381  -6.753
H  -4.979  0.381  -6.375
H  -1.174  -0.975  -0.645
H  -2.577  -3.228  1.149
H  -2.030  -3.210  -0.681
H  -0.167  -3.167  2.029
H  0.577  -2.972  0.308
H  -0.397  -5.627  1.954
H  0.837  -5.430  0.544
H  -1.254  -7.024  -0.134
H  -2.392  -5.503  -0.117
H  -1.435  -5.037  -3.558
H  -2.744  -4.773  -2.196
H  -2.225  -6.591  -2.758
H  -1.305  0.608  1.120
H  -0.193  1.646  2.680
H  1.260  0.601  3.269
H  2.452  1.818  1.673
H  1.650  2.865  -0.650
H  0.489  3.261  0.847
H  -0.052  1.936  -0.404
H  2.220  -0.940  1.019
H  1.653  -1.447  -1.350
H  2.419  0.131  -2.042
H  0.571  0.095  -1.391
H  4.264  -0.442  -0.687
H  3.948  1.395  -0.403
H  4.464  0.270  1.135
Br  4.620  -3.287  1.725
C  4.758  -2.723  3.587
C  3.495  -3.046  4.351
Br  2.072  -1.779  3.933
H  5.000  -1.657  3.580
H  5.607  -3.281  3.991
H  3.659  -2.944  5.428
H  3.104  -4.046  4.141
Br  -1.233  4.186  3.095
C  -1.557  5.408  1.610
C  -2.926  6.040  1.711
Br  -4.322  4.791  1.163
H  -1.409  4.838  0.689
H  -0.775  6.168  1.692
H  -3.014  6.884  1.020
H  -3.177  6.375  2.721
Br  1.064  1.841  -5.174
C  1.707  1.474  -6.978
C  0.706  1.921  -8.018
Br  -0.783  0.668  -8.149
H  1.933  0.405  -7.025
H  2.637  2.042  -7.070
H  1.159  1.928  -9.013
H  0.277  2.906  -7.812
Br  4.821  -5.869  -3.893
C  3.890  -5.036  -2.396
C  2.633  -4.334  -2.856
Br  3.048  -2.634  -3.718
H  4.605  -4.368  -1.907
H  3.646  -5.859  -1.719
H  2.003  -4.072  -2.001
H  2.046  -4.919  -3.570
Br  2.296  5.753  2.573
C  2.482  6.978  1.067
C  2.068  6.319  -0.229
Br  3.449  5.102  -0.875
H  3.518  7.326  1.064
H  1.821  7.817  1.300
H  1.952  7.064  -1.021
H  1.145  5.738  -0.145
Br  5.560  1.926  7.102
C  5.407  3.460  5.907
C  3.966  3.883  5.742
Br  3.010  2.681  4.539
H  5.888  3.181  4.965
H  5.989  4.253  6.386
H  3.904  4.867  5.268
H  3.408  3.902  6.682

Forces on atoms 1 to 2 (eV/Å):
C -0.24 0.91 -1.09
C 0.87 -0.20 0.62

Mulliken atomic charge list, values in e, 2 entries: number 1, C, carries -0.752; number 2, C, carries -0.112